Below is a molecular structure, C29H58NO18PS2, with properties calculated with ωB97M-V/def2-TZVPD.

CARTESIAN COORDINATES (ANGSTROEM)
O1 2.789 2.171 3.966
C1 1.827 1.541 3.906
N1 0.712 1.073 3.621
O2 -0.213 0.842 4.693
S1 0.352 1.265 6.188
O3 -0.786 1.721 6.900
O4 0.738 -0.182 6.873
P1 1.945 -0.066 8.017
S2 2.089 -1.691 9.007
H1 3.076 0.201 7.236
H2 1.715 1.094 8.769
O5 -1.369 -0.348 9.855
C2 -2.342 0.330 10.018
O6 -3.507 -0.283 10.324
C3 -4.674 0.432 10.725
C4 -5.495 0.890 9.537
C5 -2.336 1.825 9.800
H3 -4.414 1.259 11.387
H4 -5.248 -0.276 11.320
H5 -4.941 1.595 8.916
H6 -6.414 1.371 9.871
H7 -5.755 0.038 8.909
H8 -2.534 2.028 8.749
H9 -1.349 2.208 10.044
H10 -3.053 2.365 10.416
O7 -0.285 -1.961 -1.587
C6 -0.895 -1.996 -0.552
O8 -0.443 -1.258 0.472
C7 -1.167 -1.058 1.693
C8 -0.900 -2.163 2.692
C9 -2.081 -2.906 -0.351
H11 -2.232 -0.925 1.497
H12 -0.801 -0.114 2.086
H13 -1.249 -3.130 2.328
H14 -1.401 -1.949 3.636
H15 0.170 -2.253 2.878
H16 -1.723 -3.879 -0.016
H17 -2.580 -3.028 -1.308
H18 -2.814 -2.528 0.358
O9 2.485 3.296 -5.250
C10 1.880 2.399 -4.734
O10 2.490 1.648 -3.799
C11 1.794 0.686 -2.996
C12 1.695 -0.663 -3.669
C13 0.481 2.034 -5.177
H19 0.816 1.066 -2.698
H20 2.386 0.603 -2.085
H21 1.111 -0.614 -4.590
H22 1.224 -1.379 -2.999
H23 2.690 -1.027 -3.936
H24 0.545 1.334 -6.009
H25 -0.015 2.938 -5.519
H26 -0.136 1.605 -4.390
O11 3.988 -3.994 0.529
C14 3.942 -2.799 0.470
O12 5.078 -2.095 0.659
C15 5.165 -0.690 0.415
C16 4.732 0.121 1.619
C17 2.640 -2.055 0.282
H27 4.612 -0.418 -0.484
H28 6.217 -0.505 0.203
H29 3.682 -0.052 1.858
H30 4.872 1.186 1.432
H31 5.319 -0.161 2.493
H32 2.183 -1.885 1.255
H33 1.977 -2.675 -0.314
H34 2.742 -1.106 -0.239
O13 1.137 -1.527 -9.070
C18 2.283 -1.548 -8.715
O14 2.955 -2.710 -8.779
C19 4.365 -2.809 -8.563
C20 4.701 -2.969 -7.095
C21 2.955 -0.334 -8.118
H35 4.886 -1.965 -9.015
H36 4.672 -3.697 -9.112
H37 4.398 -2.096 -6.516
H38 5.774 -3.111 -6.964
H39 4.181 -3.832 -6.682
H40 2.765 -0.317 -7.046
H41 2.517 0.553 -8.567
H42 4.026 -0.283 -8.299
O15 -0.796 4.849 7.813
C22 -1.798 5.487 7.958
O16 -2.938 4.847 8.286
C23 -4.127 5.529 8.692
C24 -4.975 5.946 7.508
C25 -1.837 6.977 7.699
H43 -3.887 6.370 9.344
H44 -4.671 4.807 9.298
H45 -4.455 6.664 6.875
H46 -5.906 6.399 7.849
H47 -5.212 5.079 6.893
H48 -2.045 7.144 6.643
H49 -0.857 7.384 7.930
H50 -2.566 7.515 8.299
O17 -2.370 -4.031 -15.047
C26 -2.261 -3.795 -13.876
O18 -1.701 -2.634 -13.496
C27 -1.704 -2.172 -12.138
C28 -0.541 -2.715 -11.338
C29 -2.663 -4.803 -12.822
H51 -2.664 -2.385 -11.665
H52 -1.627 -1.089 -12.213
H53 -0.588 -3.802 -11.256
H54 -0.534 -2.296 -10.340
H55 0.402 -2.466 -11.825
H56 -1.818 -5.461 -12.628
H57 -3.484 -5.394 -13.218
H58 -2.997 -4.359 -11.887

Atomic forces in eV per Å
0.8 -0.4 0.0
-0.8 1.0 -0.2
0.0 -0.6 0.8
-0.1 -0.6 -0.4
1.0 0.6 0.2
-0.9 0.1 0.1
0.1 0.7 -0.5
0.2 -1.8 0.5
0.0 0.3 0.0
-0.1 0.4 -0.1
-0.3 0.2 -0.3
0.2 -0.1 0.0
-0.1 0.3 -0.2
0.0 -0.2 0.2
-0.2 0.1 -0.1
0.1 0.0 -0.1
0.0 0.0 0.4
0.0 0.0 0.0
0.0 -0.1 0.0
0.0 0.0 0.0
0.0 0.0 0.0
0.0 0.0 0.0
0.0 0.0 0.0
0.1 -0.1 -0.2
-0.1 0.0 -0.1
0.0 0.0 -0.1
-0.1 -0.3 0.2
0.1 0.3 0.0
-0.1 -0.1 0.3
0.0 -0.1 -0.1
-0.3 0.3 -0.1
0.0 -0.1 -0.1
0.1 0.0 -0.1
-0.1 0.0 0.0
0.0 0.0 0.0
0.0 0.1 0.0
0.0 0.0 0.0
0.1 -0.1 -0.1
0.1 -0.1 0.1
0.2 0.1 0.0
-0.3 -0.2 -0.3
0.2 0.2 0.2
-0.1 -0.2 0.0
0.1 0.0 -0.2
-0.2 0.2 0.3
0.0 0.0 0.0
0.1 0.1 0.0
-0.1 0.0 0.0
0.0 0.0 0.0
0.0 0.0 0.1
0.0 0.0 0.0
0.1 0.0 -0.1
0.1 -0.2 -0.1
0.1 -0.2 0.0
-0.3 0.2 0.2
0.2 -0.1 -0.1
0.0 0.2 0.1
-0.1 -0.1 0.1
0.1 0.0 -0.4
0.0 0.0 0.0
0.0 -0.1 0.0
0.0 0.0 -0.1
0.0 0.0 0.0
0.1 0.0 0.0
0.0 0.0 0.0
0.0 -0.1 0.1
0.0 0.1 0.1
0.0 0.0 0.1
0.0 0.1 0.3
0.0 -0.1 -0.2
0.2 0.0 0.2
-0.1 0.1 0.1
0.2 0.2 -0.4
0.0 0.0 0.0
-0.1 0.0 0.0
0.1 0.0 0.0
0.0 0.0 0.0
0.0 0.0 0.0
0.1 0.0 0.0
-0.2 0.0 0.1
0.0 -0.1 0.2
0.2 -0.2 0.0
-0.1 0.3 -0.2
0.0 -0.2 0.2
-0.2 0.1 -0.1
0.1 0.0 -0.1
0.0 0.1 0.4
0.0 0.0 0.0
0.1 -0.1 0.0
0.0 0.1 0.0
0.0 0.0 0.0
0.0 0.0 0.0
0.0 0.0 0.0
0.1 -0.1 -0.1
-0.1 0.0 -0.1
0.0 0.0 -0.2
0.1 -0.2 0.2
-0.1 0.2 -0.1
0.1 0.0 0.2
-0.2 -0.3 -0.3
-0.4 0.1 0.1
0.0 0.0 0.0
0.0 0.0 -0.1
0.0 0.0 0.0
0.0 0.1 0.1
0.0 0.1 0.0
0.0 0.0 0.0
0.1 -0.1 -0.1
0.2 0.0 0.0

Its max |F| is 0.037 Eh/bohr. The calculation puts the calculated total energy at -3686.5096 hartree.

---

Below is 8 unconnected molecules or ions with the total composition C29H58O13, with properties calculated with ωB97M-V/def2-TZVPD.

CARTESIAN COORDINATES (ANGSTROEM)
O1 -2.590 2.843 -3.348
C1 -2.784 2.035 -2.435
O2 -2.565 0.776 -2.436
C2 -2.093 0.147 -3.616
C3 -2.092 -1.318 -3.375
C4 -3.054 2.677 -1.014
H1 -1.033 0.599 -3.768
H2 -2.685 0.281 -4.596
H3 -1.748 -1.965 -4.245
H4 -3.205 -1.671 -3.197
H5 -1.532 -1.574 -2.481
H6 -2.783 3.780 -0.844
H7 -2.797 1.876 -0.129
H8 -4.149 2.699 -1.112
O3 -0.377 -0.671 6.727
C5 -0.324 -0.433 5.576
O4 -0.692 -1.272 4.509
C6 -0.996 -2.617 4.708
C7 -1.728 -3.208 3.547
C8 -0.028 1.017 5.121
H9 -1.502 -3.054 5.776
H10 0.032 -3.203 4.794
H11 -2.614 -2.812 3.750
H12 -1.899 -4.332 3.394
H13 -1.203 -3.240 2.495
H14 -0.705 1.487 4.232
H15 1.094 0.944 4.829
H16 -0.230 1.742 6.024
O5 3.250 4.061 2.384
C9 2.269 4.313 1.792
O6 2.092 4.876 0.578
C10 3.274 5.475 -0.060
C11 2.898 6.333 -1.263
C12 0.899 4.070 2.455
H17 3.868 4.657 -0.474
H18 3.974 5.981 0.699
H19 2.281 5.689 -1.952
H20 3.834 6.661 -1.992
H21 2.433 7.292 -1.176
H22 0.271 3.823 1.711
H23 0.314 4.878 2.628
H24 1.137 3.398 3.418
O7 -0.199 1.197 1.717
C13 -0.187 0.524 0.665
O8 0.398 0.778 -0.534
C14 1.192 1.958 -0.658
C15 1.612 1.973 -2.061
C16 -1.065 -0.692 0.453
H25 2.274 1.939 -0.101
H26 0.617 2.784 -0.471
H27 2.306 2.711 -2.305
H28 0.836 2.174 -2.769
H29 2.003 1.057 -2.112
H30 -1.721 -1.009 1.482
H31 -0.599 -1.589 0.153
H32 -1.676 -0.724 -0.485
O9 -5.008 1.104 0.940
C17 -4.397 0.372 1.798
O10 -4.370 -0.992 1.800
C18 -4.930 -1.745 0.649
C19 -4.352 -3.175 0.742
C20 -3.828 1.030 2.986
H33 -4.601 -1.274 -0.186
H34 -6.023 -1.802 0.675
H35 -4.816 -3.969 1.450
H36 -3.224 -3.211 1.016
H37 -4.629 -3.659 -0.270
H38 -3.384 0.300 3.594
H39 -4.589 1.470 3.669
H40 -2.944 1.518 2.829
C21 -0.408 -5.963 0.141
C22 -1.154 -5.008 -0.769
O11 -0.734 -3.675 -0.792
C23 -2.220 -5.624 -1.614
H41 0.530 -5.366 0.541
H42 0.192 -6.788 -0.528
H43 -1.094 -6.437 0.906
H44 -2.760 -6.379 -1.394
H45 -1.967 -5.812 -2.638
H46 -3.017 -4.968 -1.768
C24 2.742 -3.760 -0.185
C25 2.565 -3.105 -1.542
O12 2.399 -3.905 -2.633
C26 2.478 -1.578 -1.534
H47 2.321 -3.113 0.388
H48 3.728 -3.676 0.195
H49 2.297 -4.750 0.010
H50 1.659 -1.619 -0.743
H51 2.321 -1.123 -2.518
H52 3.334 -1.204 -1.107
C27 5.414 1.553 -2.328
C28 5.172 2.662 -3.312
O13 4.631 3.859 -2.966
C29 5.814 2.506 -4.717
H53 5.233 0.602 -2.770
H54 4.884 1.801 -1.444
H55 6.561 1.420 -1.997
H56 5.864 3.512 -5.119
H57 5.238 1.780 -5.373
H58 6.775 2.066 -4.739

Atomic forces in eV per Å
-0.7 -2.1 0.3
2.0 6.2 1.0
-0.9 -2.2 0.0
1.7 0.7 -2.7
-1.9 -2.3 0.0
-0.7 -2.2 0.7
-1.7 -0.9 -0.1
0.6 0.7 1.8
-0.1 1.2 1.0
2.0 0.7 -0.2
0.1 -0.3 0.0
0.3 -2.0 -0.6
-0.6 2.4 -2.2
0.0 0.0 0.9
0.2 -1.6 1.3
-1.7 1.8 -2.2
-0.1 1.4 1.0
3.4 -5.1 3.3
3.4 -3.3 -2.9
-0.2 1.3 -0.9
0.9 2.2 -2.7
-1.6 1.2 0.0
-4.5 1.8 -1.2
0.3 1.0 2.0
-1.1 1.8 1.7
1.9 -1.7 1.8
-1.9 0.8 0.3
0.8 -1.7 -1.6
2.9 -0.3 0.1
-4.0 1.0 0.7
1.2 0.9 -0.4
1.5 0.2 0.4
1.6 -0.4 -3.0
4.5 -2.3 2.5
0.0 -0.1 0.1
-1.5 -0.6 -0.9
0.4 0.7 0.6
-1.8 -1.4 2.2
-0.7 0.4 0.9
-2.1 -3.0 -2.5
-0.7 3.6 1.7
-1.3 1.3 -2.5
0.9 -1.6 -3.4
-1.9 0.5 1.4
0.4 0.3 1.8
3.3 -0.8 0.7
-1.7 2.1 -0.5
-2.7 -0.9 2.5
-3.0 -0.1 -0.3
-1.2 2.1 1.4
1.6 1.2 0.1
-0.9 -0.5 -0.4
1.8 -3.6 -1.5
1.8 1.2 -3.1
1.7 -1.1 0.4
-0.2 1.3 1.0
2.3 -3.6 2.6
-3.6 2.3 -3.3
-0.4 0.9 -0.4
0.0 -1.8 3.7
0.2 -1.9 -0.2
-1.6 -1.8 1.7
0.9 1.4 -2.7
0.2 0.4 0.2
0.3 2.0 -0.6
-1.8 0.3 -1.0
1.1 0.7 1.2
0.3 -1.8 1.1
0.5 0.3 -1.1
1.7 2.5 -1.1
3.1 0.0 -0.7
3.1 5.7 0.5
-3.1 -8.1 -0.2
2.7 5.5 -2.1
-2.4 -1.2 -0.1
-2.0 1.6 1.5
1.0 0.4 -0.8
-2.5 -6.1 2.9
1.1 0.0 -0.6
-1.1 2.1 -0.2
1.2 -2.8 -3.4
-0.2 -5.2 -6.3
0.9 4.9 6.0
-2.4 -3.1 -0.1
-3.3 3.8 4.3
1.5 -0.4 -0.2
0.5 0.5 -0.8
0.5 1.5 -1.3
-0.5 -0.3 0.5
2.0 1.0 1.3
2.6 0.8 0.4
-0.5 5.9 0.7
2.7 -7.1 -1.8
-2.4 0.0 0.2
-0.7 -0.8 -0.2
-0.7 -0.3 0.9
-2.3 0.9 -1.0
-0.2 -0.1 -0.4
0.2 1.1 0.7
1.2 -0.4 0.7

As for the structure (SMILES): CCOC(C)=O.CCOC(C)=O.CCOC(C)=O.CCOC(C)=O.CCOC(C)=O.CC(C)=O.CC(C)=O.CC(C)=O. As for the energy above the lowest of the compared OMol25 structures with the same formula, charge and spin: 282.54 kcal per mole. Its max |F| is 0.169 Eh/bohr. The calculation puts the calculated total energy at -2117.4652 hartree.

---

Results for frontier orbital gap: 8.4824; 9.4343 (in eV, following the order of the records).